[1]
DFT (ωB97M-V/def2-TZVPD) results for 2 unconnected molecules or ions with the total composition C10H15N3.

Structure (XYZ):
```
28
Properties=species:S:1:pos:R:3:nbo_charge:R:1
N 0.22 0.45 -0.12 -0.09
N -2.05 -1.08 1.11 -0.51
N 0.88 -0.72 -0.35 -0.36
C 0.29 0.86 1.17 -0.14
C -0.44 1.04 -1.17 0.12
C -1.23 2.08 -1.12 -0.30
C 1.05 -0.08 1.79 -0.10
C 1.42 -1.04 0.80 -0.03
C 1.53 0.07 3.23 -0.62
C -1.90 -2.41 0.87 -0.44
C 1.15 0.88 -3.13 -0.60
C -0.25 0.43 -2.55 -0.42
C -2.01 0.01 1.51 0.25
H -1.41 2.64 -0.15 0.18
H 1.91 0.31 -2.67 0.22
H -1.04 -2.52 0.18 0.24
H 1.59 1.02 3.53 0.21
H 2.54 -0.37 3.34 0.21
H -1.09 0.63 -3.14 0.20
H 1.19 0.48 -4.15 0.20
H -0.35 1.71 1.48 0.26
H 1.34 1.91 -3.09 0.20
H -2.72 -2.91 0.43 0.22
H 1.00 -0.61 3.90 0.22
H 2.02 -1.95 0.81 0.21
H -0.19 -0.64 -2.48 0.23
H -1.69 2.61 -1.93 0.20
H -1.77 -2.80 1.88 0.22
```

<S²> = 2.009
E_HOMO (alpha / beta) = -0.1611 / -0.3144 Ha
multiplicity = 3
total charge = 0



[2]
DFT (ωB97M-V/def2-TZVPD) results for a molecular structure, C31H41N4O21V.

Structure (XYZ):
```
98
Properties=species:S:1:pos:R:3:mulliken_charge:R:1
V -4.84 8.69 -18.91 1.76
O 2.55 15.00 -27.29 -0.52
O 8.71 9.81 -13.27 -0.62
O -5.36 5.60 -29.92 -0.56
O -0.82 9.21 -21.96 -0.65
O -4.14 6.90 -27.72 -0.50
O -5.05 8.56 -17.34 -0.56
O 7.25 8.82 -15.54 -0.52
O -2.73 18.52 -14.91 -0.59
O 5.84 13.27 -16.28 -0.58
O -1.37 9.26 -30.47 -0.62
O 5.70 13.13 -23.27 -0.49
O 6.18 12.24 -25.86 -0.62
O 2.48 16.24 -24.77 -0.60
O 1.35 9.81 -21.79 -0.43
O -6.16 8.22 -19.71 -0.56
O 3.28 1.65 -27.35 -0.58
O -5.67 13.85 -21.15 -0.63
O 2.01 9.66 -11.62 -0.55
O -2.59 8.23 -32.77 -0.51
O -0.11 10.19 -20.25 -0.65
O 7.87 14.26 -14.74 -0.52
N 0.11 8.56 -12.30 0.07
N -2.38 18.31 -17.13 0.06
N -6.36 15.40 -22.72 0.10
N 2.81 3.68 -26.49 0.12
C 7.15 10.15 -15.20 0.49
C 4.29 13.53 -26.57 -0.81
C 5.28 13.08 -25.59 0.60
C -2.93 7.83 -31.57 0.32
C -7.41 16.29 -23.28 -0.81
C 1.44 3.33 -26.30 -0.91
C -3.76 7.20 -28.96 0.96
C -0.80 7.35 -12.12 -0.88
C -2.77 18.71 -18.55 -0.85
C 3.63 2.77 -27.03 0.14
C 3.24 5.03 -26.38 -0.96
C 8.26 12.05 -13.87 -0.82
C 0.12 9.75 -21.35 0.78
C -6.50 14.66 -21.58 0.21
C 4.15 14.73 -24.00 -0.82
C 1.28 8.70 -11.57 0.12
C -1.52 17.08 -17.00 -0.87
C 3.27 15.33 -24.99 0.65
C 6.41 11.01 -15.88 -0.79
C 3.38 14.54 -26.31 0.53
C 5.05 13.75 -24.29 0.59
C -2.79 8.09 -29.14 -0.69
C -2.27 8.44 -30.42 0.69
C -3.95 6.93 -31.40 -0.75
C 7.58 12.92 -14.69 0.48
C -4.47 6.46 -30.04 0.31
C -0.35 9.56 -13.25 -0.82
C 6.46 12.47 -15.63 0.65
C -5.11 15.34 -23.45 -0.99
C -2.83 18.90 -16.05 0.08
C 8.07 10.61 -14.02 0.69
H 9.08 12.28 -13.20 0.41
H -0.34 6.58 -11.49 0.27
H 5.77 10.64 -16.67 0.44
H -1.56 7.89 -11.56 0.38
H -1.97 18.32 -19.17 0.28
H 3.20 5.25 -25.32 0.35
H -3.38 19.83 -16.28 0.31
H 2.75 5.78 -27.01 0.31
H 6.26 12.42 -23.59 0.34
H 7.74 8.34 -14.88 0.34
H -8.30 16.30 -22.66 0.26
H -1.06 16.89 -16.02 0.30
H 4.21 12.95 -27.49 0.40
H -2.78 19.78 -18.73 0.33
H -7.50 14.82 -21.14 0.26
H -7.74 16.01 -24.28 0.32
H -1.71 8.62 -32.82 0.34
H -4.34 6.42 -32.26 0.40
H 4.29 5.19 -26.64 0.30
H -0.57 9.11 -14.22 0.28
H 1.40 7.98 -10.75 0.28
H 0.95 3.85 -25.48 0.33
H -1.30 9.89 -12.83 0.29
H -5.46 15.01 -24.43 0.36
H 7.24 14.74 -15.27 0.35
H 0.38 10.35 -13.42 0.29
H 2.03 15.76 -27.01 0.34
H -3.78 18.31 -18.70 0.31
H 0.74 3.52 -27.12 0.32
H -0.72 17.16 -17.74 0.31
H -4.51 16.24 -23.60 0.29
H -4.45 14.52 -23.18 0.31
H -7.01 17.30 -23.43 0.31
H -2.07 16.18 -17.29 0.33
H 4.67 3.14 -27.11 0.29
H -1.15 6.79 -12.99 0.26
H 1.30 2.26 -26.12 0.30
H -2.32 8.53 -28.28 0.32
H 1.62 10.32 -21.02 0.31
H 4.00 14.95 -22.95 0.40
H -3.43 7.16 -27.12 0.30
```

E_HOMO = -0.2864 Ha
total charge = 0



[3]
DFT (ωB97M-V/def2-TZVPD) results for a single C8H13NS molecule.

Structure (XYZ):
```
23
Properties=species:S:1:pos:R:3:nbo_charge:R:1
S -1.52 1.68 -1.69 0.31
N -0.45 0.60 -2.44 -0.77
C -1.14 1.39 1.29 -0.27
C -0.02 0.72 1.98 -0.40
C 0.37 -0.51 1.06 -0.39
C -2.41 0.53 1.11 -0.44
C 1.41 -0.99 -2.12 -0.61
C -1.40 0.69 0.03 -0.05
C 0.46 0.10 -1.44 -0.04
C -0.33 -0.39 -0.27 -0.27
H -0.67 -1.35 -0.62 0.22
H 1.30 -0.78 -3.17 0.21
H 1.00 -1.93 -1.93 0.21
H 0.83 1.28 1.97 0.21
H 0.06 1.06 -3.17 0.38
H 2.43 -0.77 -1.94 0.21
H -2.42 -0.40 1.67 0.22
H -3.28 1.16 0.95 0.24
H -0.06 -1.48 1.63 0.20
H 1.40 -0.72 0.80 0.22
H 1.19 0.82 -1.18 0.16
H -0.27 0.54 3.00 0.21
H -1.08 2.46 1.52 0.24
```

structure (SMILES) = C[C@H]1NS[C@]23C[C@H]2CC[C@H]13
E_HOMO = -0.2765 Ha
total charge = 0



Across the entries above, energy relative to the best compared isomer or geometry (same formula, charge and spin) takes the values 53.70, 252.47, 39.11 kcal per mole, respectively.